No. 1
Entry from the OMol25 dataset: 13 unconnected molecules or ions with the total composition C4H33NO14 at a distorted geometry (the ωB97M-V functional and the def2-TZVPD basis).

Each line ends with the Löwdin charge.
Positions of all 52 atoms, in Å:
O (1.799, 0.352, 0.906)  0.059
O (-1.662, -0.686, -4.419)  0.017
H (-1.129, -1.085, -1.306)  0.014
O (-2.793, 2.146, 1.292)  -0.031
O (2.767, 1.955, -1.073)  -0.082
H (-1.668, -0.141, 1.708)  0.082
H (2.166, 1.456, -1.679)  0.055
O (1.106, 3.010, 2.222)  -0.020
H (1.555, 2.206, 2.302)  -0.014
C (0.375, -3.407, 1.040)  -0.139
H (0.488, -0.468, 2.766)  0.173
H (1.471, -2.552, 2.441)  0.114
H (1.654, -0.973, -4.001)  0.081
O (-2.225, 2.484, 3.744)  -0.012
H (-2.202, 0.056, -4.459)  0.041
O (-3.321, 1.027, -0.993)  -0.077
H (1.186, 3.914, 0.478)  0.028
H (-1.804, -1.422, 2.777)  0.100
H (2.394, -1.986, -1.989)  -0.010
C (0.745, -0.292, 0.480)  -0.514
O (-1.908, -1.188, -1.898)  -0.134
O (1.080, -0.279, -3.611)  -0.024
H (1.239, -0.179, -2.697)  -0.026
H (-1.751, -4.124, -2.422)  0.014
H (2.251, 1.132, 0.418)  0.102
H (-0.750, -0.506, -4.477)  0.001
H (-1.533, -1.121, -2.853)  0.046
H (-0.234, -3.273, 0.141)  0.039
H (-2.732, 2.778, 0.618)  0.023
H (2.305, 2.848, -1.024)  0.046
C (-1.242, -1.171, 1.846)  -0.067
O (2.478, -1.387, -1.327)  -0.001
H (4.251, 0.878, 1.693)  0.123
O (0.931, 3.917, -0.492)  -0.158
H (-4.191, 0.678, -0.901)  0.027
H (-0.152, 3.629, -0.557)  0.176
H (-1.706, -1.781, 1.006)  0.095
O (0.091, -0.128, -0.485)  0.112
C (0.218, -1.067, 1.821)  -0.308
H (-0.332, -3.941, 1.780)  0.103
H (-3.269, 1.382, 0.993)  0.022
H (-1.970, -2.989, -1.319)  0.058
H (2.437, -1.738, -0.419)  0.056
N (0.977, -2.255, 1.623)  -0.104
H (4.416, 2.237, 0.865)  -0.019
O (4.163, 1.925, 1.690)  -0.065
O (-1.461, -3.856, -1.562)  -0.111
H (-2.835, 0.231, -1.371)  0.027
H (-1.271, 2.652, 3.679)  0.027
H (-2.544, 2.138, 3.017)  -0.126
H (1.144, -4.237, 0.821)  0.108
H (1.001, 3.204, 3.170)  0.073

Properties
Relative energy (zero: lowest compared OMol25 entry of this formula, charge and spin) in kcal per mole: 128.89
Strongest force on any atom in eV/Å: 8.45
LUMO energy in eV: 0.10
Molecular weight in g mol⁻¹: 319.30
HOMO in eV: -8.8
Multiplicity: 1
HOMO-LUMO gap in eV: 8.9



No. 2
Entry from the OMol25 dataset: a single C4H10O molecule at a distorted geometry (the ωB97M-V functional and the def2-TZVPD basis).

Each line ends with the Löwdin charge.
Positions of all 15 atoms, in Å:
C (1.030, -1.516, 1.103)  -0.115
H (-1.084, 2.420, -0.867)  0.070
H (0.951, -1.913, 2.110)  0.064
H (-1.428, 0.819, -1.637)  0.032
O (0.824, 0.148, -1.533)  -0.079
C (0.125, 0.626, -0.328)  -0.346
H (0.808, 1.310, 0.355)  0.147
H (1.975, -1.018, 1.181)  0.060
C (-1.254, 1.338, -0.771)  -0.048
H (-2.126, 1.306, -0.094)  0.077
C (-0.143, -0.653, 0.710)  -0.215
H (-0.937, -1.040, 0.086)  0.085
H (-0.813, -0.359, 1.531)  0.101
H (1.128, -2.317, 0.337)  0.087
H (0.944, 0.848, -2.185)  0.081

Properties
Relative energy (zero: lowest compared OMol25 entry of this formula, charge and spin) in kcal per mole: 36.17
Strongest force on any atom in eV/Å: 3.73
LUMO energy in eV: 1.02
Molecular weight in g mol⁻¹: 74.12
SMILES: CC[C@H](C)O
HOMO in eV: -10.0
Multiplicity: 1
HOMO-LUMO gap in eV: 11.0



No. 3
Entry from the OMol25 dataset: a molecular structure, C29H36Cl2HgN4O2P2 at a distorted geometry (the ωB97M-V functional and the def2-TZVPD basis).

Each line ends with the Löwdin charge.
Positions of all 76 atoms, in Å:
H (2.532, 7.449, -3.330)  0.096
C (6.264, 6.698, 0.790)  -0.152
H (2.233, 2.009, -0.901)  0.109
H (4.591, 8.432, -2.237)  0.078
H (2.322, 9.121, -2.794)  0.070
Cl (-1.136, -3.033, 2.823)  0.542
H (0.281, 3.185, -1.241)  0.072
H (1.356, -1.443, -4.712)  0.106
C (0.870, -0.887, -3.885)  -0.194
H (3.794, 3.665, -2.066)  0.090
C (1.736, -0.735, -2.676)  -0.110
C (1.077, -2.315, 1.300)  -0.814
H (-1.734, 0.748, -3.792)  0.115
C (1.746, 1.693, -1.855)  -0.186
H (1.365, 3.839, 2.203)  -0.010
H (8.252, 7.065, 1.668)  0.096
H (1.109, 3.550, -2.747)  0.087
C (-0.714, 1.155, -3.673)  -0.102
C (0.642, 4.405, 1.602)  -0.263
H (5.565, 6.488, 1.584)  0.092
H (-1.269, 3.133, -3.107)  0.091
C (0.382, 0.480, -4.421)  -0.206
H (-0.196, 8.479, 1.038)  0.076
C (4.867, 5.408, -4.699)  -0.064
C (-0.019, 9.321, 0.391)  -0.151
H (5.203, 5.629, -5.704)  0.104
H (-0.544, 11.176, 1.468)  0.100
H (0.947, 10.443, -2.533)  0.085
P (1.027, 7.531, -1.493)  0.981
H (0.003, 4.918, 2.341)  -0.027
H (4.131, 3.287, -4.764)  0.101
H (-1.336, 8.677, -5.702)  0.102
H (0.715, 9.168, -4.041)  0.086
C (-1.091, 8.119, -4.814)  -0.059
H (5.215, 7.335, -3.651)  0.095
O (1.122, -1.132, 1.586)  -0.070
N (4.437, 5.670, -2.480)  -0.242
H (-2.617, 6.488, -4.727)  0.101
C (1.533, 0.205, -1.748)  -0.099
Hg (1.536, 6.056, 0.522)  0.869
H (2.458, -1.562, -2.565)  0.113
C (-1.122, 6.620, -3.105)  -0.123
C (7.617, 7.002, 0.799)  -0.085
C (0.594, 10.343, -1.522)  -0.130
C (-1.763, 6.973, -4.283)  -0.068
H (-0.476, -3.953, 0.769)  0.035
N (0.490, 9.097, -0.889)  -0.247
C (8.019, 7.214, -0.562)  -0.070
H (9.009, 7.469, -0.912)  0.100
C (6.893, 7.043, -1.353)  -0.125
H (-0.031, -1.460, -3.583)  0.126
C (3.755, 8.094, -1.610)  -0.390
H (1.238, -0.131, -0.723)  0.104
C (4.114, 4.355, -2.830)  -0.124
H (2.531, 1.885, -2.607)  0.082
H (6.794, 7.131, -2.422)  0.083
C (4.336, 4.182, -4.195)  -0.064
Cl (-1.388, -1.898, 0.101)  0.530
C (-0.559, -2.951, 1.193)  -1.141
H (-1.303, 5.835, -2.389)  0.099
C (0.197, 11.334, -0.640)  -0.057
H (3.668, 8.811, -0.777)  0.097
H (-0.060, 0.323, -5.412)  0.113
P (4.078, 6.431, -0.897)  1.037
N (-0.061, 7.499, -2.889)  -0.238
C (-0.044, 8.410, -3.956)  -0.143
C (-0.189, 10.686, 0.577)  -0.072
C (0.622, 2.727, -2.190)  -0.221
H (1.256, 1.124, -4.538)  0.110
H (0.049, 3.732, 0.943)  -0.005
C (4.902, 6.297, -3.641)  -0.189
C (-0.530, 2.317, -3.014)  -0.137
C (2.469, 8.094, -2.440)  -0.388
N (5.807, 6.691, -0.535)  -0.258
H (0.186, 12.394, -0.845)  0.104
O (1.727, -3.319, 1.052)  -0.049

Properties
Relative energy (zero: lowest compared OMol25 entry of this formula, charge and spin) in kcal per mole: 89.02
Strongest force on any atom in eV/Å: 5.10
LUMO energy in eV: -3.35
Molecular weight in g mol⁻¹: 806.08
HOMO in eV: -5.4
Multiplicity: 1
HOMO-LUMO gap in eV: 2.1



No. 4
Entry from the OMol25 dataset: a single C24H43N3O2 molecule (the ωB97M-V functional and the def2-TZVPD basis).

Each line ends with the Löwdin charge.
Positions of all 72 atoms, in Å:
H (-4.214, -4.247, 1.121)  0.078
C (-4.682, 1.417, 0.397)  -0.368
C (7.145, -1.800, -0.081)  -0.110
H (8.424, -0.063, 0.033)  0.131
C (-0.819, 1.717, -1.360)  -0.121
H (0.698, -0.557, -0.173)  0.113
C (-5.224, 2.457, 1.374)  -0.070
C (2.816, -0.824, -0.504)  -0.106
C (3.589, 0.945, -2.065)  -0.129
H (3.373, 0.240, -2.867)  0.121
H (4.430, 1.558, -2.389)  0.122
H (-7.578, -4.190, -0.350)  0.072
C (5.250, -0.616, -1.027)  -0.425
C (-0.107, 1.761, 1.030)  -0.121
H (-2.871, 2.366, -1.609)  0.116
H (-6.196, -5.275, -0.555)  0.079
H (1.172, -0.447, -1.877)  0.126
H (2.947, -1.730, -1.098)  0.126
C (-5.658, -3.257, -0.101)  -0.356
C (2.376, 1.831, -1.763)  -0.178
C (-1.324, 2.651, 1.316)  -0.186
H (1.789, 1.971, -2.688)  0.117
H (-1.669, 2.506, 2.342)  0.118
H (-0.539, 1.941, -2.391)  0.112
O (5.668, -0.863, -2.143)  0.063
H (6.890, 0.950, 1.580)  0.130
H (-7.138, -1.961, -0.763)  0.108
C (-5.466, 0.106, 0.509)  -0.177
C (-6.087, -2.076, -0.528)  -0.095
H (5.503, -1.752, 1.993)  0.135
C (-5.273, -0.829, -0.692)  -0.199
H (9.209, -1.582, 0.557)  0.127
H (-4.799, 1.808, -0.619)  0.130
H (-5.171, -0.417, 1.423)  0.122
H (6.656, 0.115, 3.146)  0.127
C (8.280, -1.011, 0.573)  -0.181
C (0.358, 1.993, -0.412)  -0.327
C (1.464, -0.176, -0.849)  -0.177
H (-3.690, -2.660, 0.555)  0.063
H (-4.219, -1.074, -0.812)  0.092
H (-1.032, 3.701, 1.204)  0.121
H (2.708, 2.819, -1.427)  0.122
C (-4.236, -3.557, 0.279)  -0.056
H (7.049, -2.778, 0.403)  0.133
C (-2.021, 2.586, -0.960)  -0.173
H (7.328, -1.931, -1.148)  0.123
H (-4.605, 3.349, 1.335)  0.071
H (-1.757, 3.641, -1.095)  0.124
H (-3.718, -4.035, -0.554)  0.087
C (-3.186, 1.197, 0.667)  -0.176
C (3.959, 0.158, -0.809)  -0.236
H (-6.665, -4.747, 1.057)  0.079
H (-2.822, 0.356, 0.061)  0.109
C (-6.584, -4.432, 0.016)  -0.073
C (5.616, -0.796, 1.465)  -0.123
H (-3.067, 0.923, 1.718)  0.130
H (-5.597, -0.309, -1.597)  0.116
H (-6.530, 0.337, 0.595)  0.117
C (6.802, -0.031, 2.074)  -0.187
H (0.622, 3.055, -0.502)  0.148
H (-0.385, 0.717, 1.178)  0.106
H (-5.207, 2.066, 2.390)  0.080
O (8.002, -0.750, 1.933)  -0.131
N (-2.434, 2.416, 0.418)  -0.175
H (2.838, -1.107, 0.550)  0.108
H (-6.248, 2.726, 1.125)  0.075
H (0.705, 1.998, 1.718)  0.117
H (4.064, 0.873, 0.010)  0.138
N (1.581, 1.259, -0.689)  -0.148
H (-1.094, 0.662, -1.308)  0.104
H (4.704, -0.218, 1.584)  0.112
N (5.899, -1.071, 0.076)  -0.047

Properties
Relative energy (zero: lowest compared OMol25 entry of this formula, charge and spin) in kcal per mole: 23.83
Strongest force on any atom in eV/Å: 0.52
LUMO energy in eV: 0.64
Molecular weight in g mol⁻¹: 405.63
SMILES: CC(C)=CCC[C@@H](C)CN1CCC(N2CCC(C(=O)N3CCOCC3)CC2)CC1
HOMO in eV: -8.2
Multiplicity: 1
HOMO-LUMO gap in eV: 8.9